DFT (wB97M-V/def2-TZVPD) results for C17H28Br2F6FeNO5P2S2SbTe as an isolated structure.

```
66
Properties=species:S:1:pos:R:3:forces:R:3:mulliken_charge:R:1
Fe 0.16558 -0.70524 1.27699 -0.18 0.21 0.31 0.119
Br -0.80175 -1.20521 3.63306 0.10 -0.11 -0.02 -0.096
C 0.92744 -1.98408 4.04025 -0.04 -0.04 0.02 -0.594
Br 1.97059 -2.19316 2.40640 -0.06 0.03 0.08 -0.115
H 0.75987 -2.96974 4.45600 0.03 0.00 0.01 0.490
H 1.45717 -1.32608 4.71861 0.01 0.09 -0.11 0.309
C -5.93037 3.27353 0.35349 0.01 0.00 0.00 -1.266
C -5.45402 1.91497 0.81933 -0.02 0.02 0.01 -0.282
O -4.03855 1.87716 0.66875 -0.03 -0.01 0.01 -0.124
P -3.26400 0.47302 0.94934 0.06 -0.10 0.04 0.357
S -1.36129 1.00963 0.72177 0.00 0.11 -0.13 -0.254
S -3.89628 -0.40219 2.57915 -0.03 0.01 -0.03 -0.578
O -3.78139 -0.44425 -0.29176 0.06 -0.01 0.05 -0.470
C -3.30619 -0.24759 -1.62499 0.01 0.01 0.00 0.494
C -4.22804 0.66860 -2.40638 0.00 0.01 -0.01 -1.376
H -7.01119 3.36105 0.48553 0.00 0.00 0.00 0.378
H -5.69502 3.42575 -0.70102 0.00 0.00 0.00 0.277
H -5.44246 4.06068 0.92904 0.00 0.00 0.00 0.301
H -5.91240 1.11472 0.22934 0.00 0.00 0.00 0.285
H -5.70802 1.74062 1.86741 0.00 -0.01 0.00 0.371
H -3.26150 -1.24051 -2.07635 -0.02 0.00 0.01 0.389
H -2.29264 0.15811 -1.59348 0.01 -0.01 0.00 -0.263
H -5.25003 0.28398 -2.40152 0.00 0.00 0.00 0.303
H -3.88986 0.74190 -3.44272 0.00 0.00 0.00 0.457
H -4.22593 1.66835 -1.97097 0.00 0.00 0.00 0.184
C -0.79548 -2.30898 0.50022 -0.13 -0.13 -0.22 -0.491
C -0.07217 -3.00615 -0.57720 0.08 0.04 0.00 0.320
C 0.55096 -4.24694 -0.37753 -0.05 0.00 0.00 -0.309
C 1.21888 -4.90185 -1.39282 -0.03 0.00 -0.05 -0.843
C 1.29471 -4.33053 -2.66268 -0.09 -0.02 0.04 0.708
C 0.71286 -3.07739 -2.87923 -0.04 -0.04 -0.01 -0.847
C 0.05161 -2.43494 -1.85649 -0.02 -0.04 -0.02 0.402
C 1.95662 -5.02030 -3.72697 0.01 0.01 -0.03 -0.008
N 2.46796 -5.58640 -4.59164 0.00 -0.02 0.01 -0.660
H -1.05159 -3.02655 1.28996 0.12 0.05 0.06 0.545
H -1.74732 -1.93865 0.11277 0.01 0.08 -0.03 0.098
H 0.49956 -4.70052 0.60588 0.00 0.00 0.00 0.311
H 1.68709 -5.86172 -1.21213 0.01 0.00 0.00 0.385
H 0.79965 -2.61104 -3.85276 0.01 0.00 0.00 0.376
H -0.36748 -1.45000 -2.02190 -0.02 0.00 0.00 0.129
F 1.21282 0.91090 2.47248 0.02 0.01 -0.03 -0.249
Sb 1.88263 2.22843 3.68968 0.21 0.19 -0.15 2.258
F 2.05954 3.48009 2.28154 -0.02 -0.08 0.06 -0.589
F 2.55478 3.49193 4.93841 -0.02 -0.05 -0.04 -0.565
F 0.12996 2.81793 4.03399 0.00 -0.04 0.02 -0.579
F 1.74462 0.93410 5.07199 -0.03 -0.10 0.07 -0.583
F 3.65251 1.63560 3.36184 -0.09 0.02 0.09 -0.583
C 0.82508 1.75187 -2.73026 0.02 -0.01 0.01 -0.718
C 2.13551 1.96598 -2.00153 0.05 0.00 0.00 -0.257
O 2.89869 0.74483 -1.92701 -0.02 -0.01 -0.04 -0.391
P 2.72281 -0.14139 -0.58904 0.08 0.11 0.09 -0.783
O 1.25403 -0.12188 -0.25781 -0.02 -0.23 -0.02 0.742
Te 3.84295 -2.18646 -0.86303 0.14 0.03 0.01 -0.365
O 3.40428 0.74028 0.56308 -0.06 0.04 -0.02 0.338
C 4.80572 1.00442 0.63002 0.03 -0.02 0.01 -0.535
C 5.06324 2.46295 0.31236 -0.03 -0.02 -0.03 -1.012
H 0.30511 2.70646 -2.84269 0.00 0.00 0.00 0.377
H 0.18910 1.07928 -2.15689 -0.01 -0.01 0.01 -0.252
H 1.00517 1.32892 -3.72072 0.00 -0.01 0.00 0.324
H 1.96291 2.36028 -0.99728 -0.01 0.00 0.00 0.196
H 2.77239 2.67043 -2.54141 -0.01 0.02 0.01 0.361
H 5.34464 0.34049 -0.05081 -0.02 0.00 -0.02 0.400
H 5.10851 0.77131 1.65036 0.01 0.01 -0.02 0.294
H 4.72590 2.69531 -0.69953 0.01 0.00 -0.01 0.199
H 6.13389 2.67457 0.37471 0.00 0.02 0.03 0.377
H 4.52764 3.10132 1.01481 0.00 0.00 0.01 0.183
```
Forces are in eV/Å.

Summary:
* net charge: -2
* molar mass: 1031.5 g mol⁻¹
* energy relative to the best compared isomer or geometry (same formula, charge and spin): 0.00 kcal/mol
* Kohn-Sham gap (spin up / spin down): 6.512 / 6.511 eV